No. 1
Density functional theory data (ωB97M-V/def2-TZVPD) for a single C8H17NO5Si molecule at a distorted geometry.

The geometry in XYZ format:
```
32
Properties=species:S:1:pos:R:3:forces:R:3:mulliken_charge:R:1
C -3.1587 0.3489 0.7030 -1.307 -1.052 1.108 -0.67
O -1.9440 1.0229 0.7835 -0.419 0.682 0.743 -0.39
Si -0.5935 0.9024 -0.0564 2.096 -0.579 -1.119 0.32
O 0.2388 2.2904 0.1725 0.131 -0.897 -0.175 -0.36
C 0.1670 3.2378 1.2306 -2.364 -0.286 -2.292 -0.71
O -0.7455 0.6742 -1.6578 -1.027 -0.198 -1.712 -0.14
C -0.8439 1.4325 -2.8843 -0.651 1.370 0.563 -0.78
C 0.5489 -0.7031 0.3777 0.900 1.277 -0.963 0.99
C 0.8042 -0.5252 1.8550 -0.707 -0.879 -0.072 0.21
O 1.8335 -0.1615 2.3762 -1.626 -0.212 0.052 -0.60
O -0.3595 -0.8703 2.5217 0.161 0.060 0.538 -0.55
C 1.8777 -0.6686 -0.4352 1.753 -0.622 -0.558 -0.63
C 2.2595 -2.1666 -0.7433 -3.494 -0.127 1.841 -0.85
C 1.2308 -2.9854 0.1800 1.457 3.056 0.441 -0.66
N 0.0415 -2.0600 0.2026 -0.870 -1.271 -1.323 -0.55
H -3.0750 -0.3609 -0.1468 -1.131 0.972 -0.234 0.33
H -4.0636 1.0906 0.8634 1.791 -1.583 -1.097 0.22
H -3.2710 -0.4039 1.5353 0.245 0.924 -0.184 0.24
H 0.4663 4.1603 0.8163 -0.147 1.363 -0.674 0.28
H 0.8864 3.0710 1.9232 1.781 -1.144 2.645 0.31
H -0.8756 3.2562 1.5620 0.415 0.284 0.551 0.26
H -1.6108 2.2319 -2.9255 0.192 -0.137 1.161 0.29
H -1.1397 0.9911 -3.8407 0.502 -1.573 0.640 0.30
H 0.0927 1.9316 -3.0076 0.684 0.256 -0.293 0.33
H -1.0827 -1.2901 1.9523 2.055 0.734 0.498 0.43
H 2.7246 -0.2244 0.1463 -0.906 -0.190 -0.364 0.41
H 1.8918 -0.2013 -1.4269 -0.645 0.519 0.453 0.19
H 2.0704 -2.5879 -1.7002 -0.173 0.546 -1.386 0.38
H 3.2254 -2.4023 -0.5024 2.556 -0.430 0.716 0.38
H 0.9906 -3.9198 -0.3098 -0.137 -0.366 0.715 0.43
H 1.7026 -2.9532 1.2093 -0.876 -0.929 -0.981 0.29
H -0.2891 -2.1572 -0.7739 -0.240 0.431 0.761 0.31
```
Forces are in eV/Å.

E_tot = -28178.3026 eV
LUMO = 0.63 eV
Gap between HOMO and LUMO = 0.3708 hartree
Spin multiplicity = 1
SMILES = CO[Si](OC)(OC)[C@]1(C(=O)O)CCCN1


No. 2
Density functional theory data (ωB97M-V/def2-TZVPD) for a single C11H21N3O4 molecule at a distorted geometry.

The geometry in XYZ format:
```
39
Properties=species:S:1:pos:R:3:forces:R:3:mulliken_charge:R:1
C -1.1358 2.1699 4.4547 0.358 -0.118 0.416 -1.24
C -1.5694 1.7477 3.0567 0.548 0.740 -0.433 -0.53
C -0.8246 0.5270 2.5037 0.308 -0.133 0.300 0.21
C 0.6580 0.8355 2.2509 0.148 -0.120 -0.066 -1.50
C -1.5125 0.0062 1.2324 0.296 0.534 -0.817 0.28
N -2.8881 -0.3705 1.5126 -0.397 -0.618 -0.567 -0.72
C -0.7444 -1.2168 0.6972 -0.035 -0.003 0.321 -0.20
O -0.8311 -2.2801 1.2939 0.124 0.281 -0.320 -0.71
N 0.0497 -1.0994 -0.4122 0.274 -1.171 0.068 0.19
C 0.1477 -0.0149 -1.3501 -0.223 0.368 -0.125 0.55
C 1.5092 0.0105 -2.0598 -0.335 0.058 0.092 -1.33
C 1.8073 -1.1994 -2.9368 -0.489 0.414 -0.166 -0.41
C 3.2064 -1.1167 -3.5103 0.211 -0.076 -0.102 0.35
N 3.4381 -1.9362 -4.5751 -0.951 0.048 0.549 -0.35
O 4.0756 -0.4136 -3.0383 -0.048 -0.012 0.029 -0.61
C -1.0097 -0.0169 -2.3767 0.303 0.447 -0.285 0.29
O -0.9138 0.3501 -3.5246 -0.043 -0.244 0.600 -0.59
O -2.1771 -0.4106 -1.8355 -0.466 0.068 -0.528 -0.36
H -0.0740 2.4811 4.4775 -0.498 -0.074 0.035 0.29
H -1.2366 1.3097 5.1477 -0.004 0.499 -0.206 0.31
H -1.7431 3.0138 4.8359 0.284 -0.479 -0.191 0.37
H -1.4406 2.6219 2.3644 -0.074 -0.690 0.339 0.25
H -2.6139 1.5089 3.0708 -0.635 -0.063 -0.049 0.45
H -0.8902 -0.2906 3.2608 0.027 0.404 -0.431 0.27
H 0.7793 1.6215 1.4946 -0.127 0.044 0.113 0.23
H 1.2263 -0.0296 1.8806 -0.219 0.097 0.216 0.34
H 1.1462 1.1833 3.1665 -0.061 -0.071 -0.169 0.47
H -1.5196 0.8171 0.4487 -0.098 -0.650 0.887 0.45
H -2.8548 -1.2654 2.0283 -0.106 0.546 -0.404 0.33
H -3.3491 -0.5618 0.6046 0.263 0.040 0.878 0.31
H 0.4569 -2.0028 -0.6907 -0.324 0.708 0.221 0.18
H 0.0403 0.9270 -0.7715 0.098 -0.394 -0.499 0.12
H 1.5340 0.8949 -2.6837 0.055 0.238 -0.080 0.41
H 2.2815 0.1181 -1.3055 0.117 0.012 0.080 0.48
H 1.0706 -1.2496 -3.7631 0.322 -0.181 0.448 0.33
H 1.7628 -2.1064 -2.3384 -0.051 -0.330 -0.114 0.23
H 2.6804 -2.3720 -5.0648 -0.029 -0.062 -0.033 0.21
H 4.3197 -1.8818 -5.0085 0.954 0.046 -0.499 0.25
H -2.8616 -0.3088 -2.5367 0.523 -0.105 0.490 0.38
```
Forces are in eV/Å.

ΔE to the lowest compared entry with this formula, charge and spin = 0.329 eV
E_tot = -24409.8946 eV
LUMO = 0.40 eV
Gap between HOMO and LUMO = 0.3576 hartree
Spin multiplicity = 1
SMILES = CC[C@H](C)[C@H](N)C(=O)N[C@@H](CCC(N)=O)C(=O)O


No. 3
Density functional theory data (ωB97M-V/def2-TZVPD) for a single C12H6ClF5O5 molecule at a distorted geometry.

The geometry in XYZ format:
```
29
Properties=species:S:1:pos:R:3:forces:R:3:mulliken_charge:R:1
O -3.5709 3.3062 1.8829 -0.639 0.920 -0.257 -0.69
C -2.4225 3.6565 2.0778 0.666 -1.108 0.589 0.58
O -2.0763 4.7556 2.7357 -0.981 -0.280 -0.521 -0.52
C -1.3561 2.7089 1.6653 0.741 -1.033 -1.544 -0.07
C -1.6073 1.6894 0.7307 -0.874 0.674 0.438 0.23
O -2.8254 1.5356 0.1682 1.549 -0.493 0.366 -0.59
C -0.5552 0.7560 0.3105 -0.471 -1.877 -1.234 0.17
C -0.8798 -0.4364 -0.3631 1.324 2.199 0.551 -0.70
O 0.0464 -1.3107 -0.8347 -0.489 0.424 0.244 -0.29
C 1.3650 -1.2820 -0.2390 0.260 0.130 1.097 -0.22
C 2.2837 -2.2999 -1.0082 -2.003 1.352 0.001 0.66
F 1.6185 -3.4935 -1.0087 0.997 0.592 -0.076 -0.31
F 2.3934 -1.8454 -2.2888 0.337 -0.705 0.442 -0.29
C 3.7037 -2.4323 -0.3847 1.686 -0.154 -0.241 0.66
F 4.3111 -3.5701 -0.8333 -0.924 1.170 0.923 -0.24
F 3.6837 -2.4044 0.9898 -0.110 -0.270 -1.935 -0.24
F 4.4945 -1.3969 -0.8129 -1.099 -0.953 0.700 -0.23
C 1.9323 0.1452 -0.0180 -1.227 -0.150 0.119 -1.05
C 0.8395 1.0514 0.5958 0.449 0.879 1.526 0.16
C 1.0874 2.0621 1.5154 -0.009 -1.970 -1.968 0.56
Cl 2.7080 2.4165 1.9617 -0.017 0.188 0.152 -0.19
C 0.0135 2.8770 2.1163 -0.234 -0.415 -0.329 0.68
O 0.2918 3.6965 2.9700 0.457 1.040 0.743 -0.84
H -1.1182 4.7150 2.9183 0.480 -0.202 0.158 0.39
H -3.4091 2.1607 0.6507 -0.353 0.259 0.317 0.45
H -1.9249 -0.6417 -0.5993 0.466 -0.343 -0.140 0.47
H 1.2360 -1.7325 0.7452 -0.023 -0.058 0.180 0.39
H 2.7810 0.1253 0.6554 0.079 -0.212 0.146 0.67
H 2.3022 0.5340 -0.9530 -0.038 0.397 -0.450 0.40
```
Forces are in eV/Å.

ΔE to the lowest compared entry with this formula, charge and spin = 0.000 eV
E_tot = -48888.9278 eV
LUMO = -1.37 eV
Gap between HOMO and LUMO = 0.2900 hartree
Spin multiplicity = 1
SMILES = O=C(O)C1=C(O)C2=CO[C@@H](C(F)(F)C(F)(F)F)CC2=C(Cl)C1=O


No. 4
Density functional theory data (ωB97M-V/def2-TZVPD) for a molecular structure, C28H34N6O2Pd at a distorted geometry.

The geometry in XYZ format:
```
71
Properties=species:S:1:pos:R:3:forces:R:3:mulliken_charge:R:1
Pd -0.2359 0.2341 -0.1439 1.653 -1.570 1.052 0.86
C 1.1403 3.1780 1.2863 0.059 -0.015 0.151 -1.38
C 0.2837 2.8205 2.4700 0.019 0.002 -0.081 2.25
C -0.1414 3.8114 3.3488 -0.075 -0.002 -0.015 -0.92
C -0.8709 3.4934 4.4850 0.007 0.006 -0.006 -0.90
C -1.2081 2.1742 4.7351 -0.030 -0.067 -0.022 -0.97
C -0.8225 1.1605 3.8621 0.030 -0.065 0.055 1.91
C -1.1688 -0.2745 4.1451 0.041 0.062 0.009 -1.74
C -0.0550 1.4866 2.7368 0.156 -0.118 0.280 -1.26
N 0.3902 0.4501 1.8718 -0.775 0.992 -0.653 0.23
C 1.3962 -0.3271 2.2950 0.017 0.173 0.008 -0.63
O 1.9617 -0.2976 3.3804 0.001 -0.079 0.062 -0.74
C 1.8301 -1.2819 1.2303 0.117 -0.057 0.068 0.48
C 2.8477 -2.1957 1.4099 0.051 -0.120 -0.036 -0.46
C 3.1990 -3.0131 0.3453 -0.022 -0.012 -0.006 -0.37
C 2.5179 -2.8989 -0.8582 0.090 -0.084 0.090 -0.46
C 1.5141 -1.9583 -0.9603 0.113 -0.097 -0.060 0.40
N 1.1975 -1.1732 0.0663 -0.324 0.293 -0.368 -0.14
C 0.7155 -1.7424 -2.2097 -0.164 0.000 0.034 -0.43
O 0.8989 -2.4337 -3.2042 0.097 -0.024 -0.007 -0.74
N -0.1717 -0.7616 -2.0317 -1.252 1.371 0.149 0.06
C -1.0167 -0.3573 -3.0947 0.242 -0.462 -0.261 -0.90
C -0.4688 0.2642 -4.2241 0.121 -0.177 -0.144 1.65
C 1.0132 0.4995 -4.3079 -0.071 -0.012 -0.006 -1.73
C -1.3160 0.6651 -5.2512 0.065 0.051 0.039 -0.78
C -2.6859 0.4865 -5.1533 -0.028 0.012 0.006 -0.81
C -3.2195 -0.1044 -4.0179 -0.012 0.091 0.008 -0.99
C -2.3984 -0.5403 -2.9832 -0.096 0.045 0.107 2.09
C -2.9911 -1.1917 -1.7645 0.035 -0.108 -0.109 -1.38
H 1.0681 4.2429 1.0634 0.021 -0.004 0.013 0.45
H 0.8600 2.6104 0.4018 -0.023 -0.001 -0.057 0.05
H 2.1859 2.9408 1.4992 0.002 0.012 -0.035 0.38
H 0.1203 4.8442 3.1468 0.027 -0.017 -0.003 0.45
H -1.1697 4.2703 5.1778 -0.009 0.008 -0.027 0.40
H -1.7725 1.9177 5.6244 -0.011 -0.002 -0.021 0.40
H -1.9403 -0.3459 4.9111 -0.006 -0.001 -0.016 0.47
H -0.2808 -0.8057 4.4943 -0.015 -0.010 -0.004 0.32
H -1.5122 -0.7797 3.2405 -0.028 -0.012 0.018 0.23
H 3.3345 -2.2388 2.3738 -0.008 0.033 0.001 0.53
H 3.9977 -3.7354 0.4533 -0.011 -0.002 0.002 0.45
H 2.7352 -3.5144 -1.7197 -0.016 0.030 -0.019 0.54
H 1.3813 0.9445 -3.3798 0.024 0.017 -0.015 0.23
H 1.2587 1.1617 -5.1379 -0.016 0.000 0.009 0.48
H 1.5406 -0.4461 -4.4432 0.007 0.012 -0.012 0.34
H -0.8927 1.1375 -6.1306 0.005 -0.010 0.016 0.39
H -3.3354 0.8071 -5.9586 0.000 -0.002 0.019 0.41
H -4.2928 -0.2339 -3.9316 0.015 -0.037 0.005 0.38
H -4.0768 -1.0941 -1.7619 0.004 -0.022 -0.026 0.41
H -2.6005 -0.7521 -0.8469 -0.018 0.037 0.042 0.11
H -2.7387 -2.2544 -1.7395 -0.009 0.007 0.036 0.31
C -3.6176 2.7356 1.9157 -0.056 0.015 -0.071 -1.03
N -3.2832 3.3620 0.6473 -0.072 -0.114 0.115 0.22
C -3.2715 4.8191 0.6955 -0.015 -0.010 0.004 -1.17
C -2.4015 2.7127 -0.1862 0.043 -0.026 -0.018 0.39
N -1.6976 1.6989 0.2286 0.069 -0.251 -0.512 0.32
N -2.3256 3.2218 -1.4484 0.057 -0.143 0.060 0.26
C -3.5533 3.5249 -2.1715 -0.036 0.076 -0.024 -1.10
C -1.2269 2.8321 -2.3097 0.099 0.187 0.079 -1.52
H -4.4918 3.2404 2.3256 0.000 -0.013 -0.004 0.36
H -2.8080 2.8031 2.6477 0.051 0.032 0.056 0.29
H -3.8702 1.6876 1.7559 -0.009 0.002 0.015 0.34
H -2.6133 5.1707 1.4976 -0.004 -0.010 0.015 0.31
H -4.2794 5.1899 0.8866 -0.003 0.000 -0.010 0.34
H -2.9169 5.2273 -0.2452 -0.005 -0.003 0.000 0.41
H -1.7418 1.6006 1.2344 -0.144 0.219 0.060 -0.42
H -4.3662 3.7216 -1.4797 0.002 0.000 -0.002 0.41
H -3.8324 2.6832 -2.8146 0.038 -0.012 -0.002 0.24
H -3.4032 4.4018 -2.8037 0.007 0.007 0.016 0.32
H -0.3112 2.7588 -1.7263 0.030 -0.010 -0.008 0.13
H -1.0972 3.6042 -3.0694 0.008 0.008 0.003 0.42
H -1.4128 1.8859 -2.8041 -0.059 -0.021 -0.043 0.57
```
Forces are in eV/Å.

ΔE to the lowest compared entry with this formula, charge and spin = 0.476 eV
E_tot = -46105.6362 eV
LUMO = 0.01 eV
Gap between HOMO and LUMO = 0.3001 hartree
Spin multiplicity = 1


No. 5
Density functional theory data (ωB97M-V/def2-TZVPD) for a molecular structure, C21H22BF3N10O7STi.

The geometry in XYZ format:
```
66
Properties=species:S:1:pos:R:3:forces:R:3:mulliken_charge:R:1
Ti -0.7658 -0.4982 -0.1209 0.047 -0.011 -0.456 -0.43
C -2.5401 -2.8206 3.3795 -0.001 -0.020 0.016 -1.28
C -2.6228 -1.9010 2.3253 0.013 -0.022 -0.006 -0.32
N -1.4197 -1.6623 1.8235 -0.072 -0.112 -0.025 1.12
N -0.5489 -2.4103 2.5279 0.077 0.038 0.112 -0.61
C -1.1951 -3.1108 3.4737 -0.038 0.006 -0.005 -0.21
B 0.9662 -2.2391 2.3246 -0.091 0.034 -0.060 0.13
N 1.2741 -0.7356 2.4146 0.076 -0.044 0.021 -0.52
C 2.1088 -0.0753 3.2311 -0.036 0.058 -0.031 -0.20
C 2.0673 1.2648 2.8974 0.014 -0.020 0.040 -1.36
C 1.1588 1.3302 1.8335 0.007 -0.010 0.071 -0.42
N 0.6897 0.1244 1.5559 -0.029 0.102 -0.083 1.31
N 1.3635 -2.7103 0.9119 0.142 -0.011 0.049 -0.36
C 2.2339 -3.6569 0.5268 -0.011 0.008 -0.053 -0.13
C 2.3009 -3.6433 -0.8541 -0.010 -0.009 -0.005 -1.40
C 1.4160 -2.6246 -1.2346 0.008 -0.053 0.024 -0.82
N 0.8712 -2.0740 -0.1616 -0.215 -0.033 -0.002 1.46
H -3.3433 -3.2110 3.9803 -0.001 0.010 0.002 0.39
H -3.4836 -1.4017 1.9152 0.010 0.005 -0.009 0.51
H -0.6503 -3.7523 4.1469 0.014 0.000 -0.011 0.43
H 1.5784 -2.8611 3.1579 0.004 0.005 0.001 -0.19
H 2.6625 -0.6047 3.9894 -0.004 -0.011 -0.004 0.43
H 2.6031 2.0749 3.3616 0.002 0.002 -0.013 0.39
H 0.8334 2.1683 1.2434 -0.014 -0.006 -0.009 0.45
H 2.7394 -4.2667 1.2577 -0.010 0.008 0.016 0.44
H 2.8953 -4.2752 -1.4920 0.001 0.009 -0.001 0.43
H 1.1348 -2.2609 -2.2095 -0.018 0.004 0.014 0.70
O -3.7049 -2.8768 -1.7297 0.002 0.059 -0.171 -0.78
C -3.0164 -2.0028 -1.2370 0.078 -0.138 0.318 0.34
O -1.7382 -2.0523 -1.0426 0.043 0.321 -0.144 -0.52
C -3.6481 -0.7131 -0.6253 0.022 0.164 0.076 0.68
O -4.8330 -0.4398 -0.7373 -0.017 -0.042 0.009 -0.77
O -2.7945 -0.0341 0.0667 0.289 -0.140 0.050 0.19
S -2.5567 2.6798 3.1991 -0.035 0.029 0.061 -0.51
C -2.7898 3.1626 1.5938 0.058 0.037 -0.074 0.08
N -3.6707 2.5731 0.7842 0.104 -0.044 0.017 -0.08
C -3.7118 2.7818 -0.6631 -0.072 0.037 -0.069 0.06
C -3.2667 4.1908 -1.0012 -0.008 0.000 0.006 -0.77
C -1.9277 4.4420 -0.3330 -0.048 0.026 0.031 -0.20
N -2.0893 4.2218 1.1020 -0.001 -0.041 0.002 -0.23
H -3.9247 1.6359 1.0677 -0.016 0.013 0.006 0.22
H -4.7349 2.5957 -0.9932 0.012 -0.001 0.011 0.28
H -3.0571 2.0668 -1.1656 -0.026 -0.006 0.028 -0.26
H -3.9961 4.9309 -0.6538 0.005 0.002 -0.009 0.36
H -3.1652 4.2783 -2.0838 0.006 -0.006 0.000 0.39
H -1.6047 5.4764 -0.4775 0.028 -0.013 -0.001 0.41
H -1.1817 3.7578 -0.7456 0.008 -0.018 -0.014 -0.10
H -1.3336 4.4836 1.7122 -0.014 0.016 0.006 0.26
O 0.2292 -0.0462 -1.8320 -0.057 -0.458 -0.007 -0.51
N -0.8171 0.7717 -1.5436 -0.390 0.126 -0.346 0.90
O -1.5702 1.2682 -2.4640 0.351 -0.147 0.209 -0.96
O -0.4572 1.5079 -0.4568 -0.309 0.212 0.330 -0.27
F 3.6641 -1.0067 -5.2426 -0.073 0.050 -0.057 -0.31
C 4.2734 -1.2813 -4.0798 0.071 -0.062 -0.127 0.78
F 4.1074 -2.5975 -3.8524 -0.043 -0.092 0.055 -0.24
F 5.6024 -1.1154 -4.3026 0.100 0.047 0.021 -0.30
C 3.7924 -0.4408 -2.9447 -0.112 0.161 0.120 0.46
C 4.2529 -0.7051 -1.6643 0.124 -0.130 0.084 -0.48
C 3.8000 0.0937 -0.6323 -0.150 0.076 0.279 -0.65
N 2.9386 1.1043 -0.7810 0.320 -0.155 -0.529 -0.34
C 2.4802 1.3106 -2.0150 -0.160 0.111 0.432 -0.42
C 2.8867 0.5804 -3.1257 0.039 -0.026 -0.253 -0.24
H 4.9305 -1.5281 -1.4783 -0.016 0.014 0.065 0.36
H 4.1159 -0.1032 0.3881 0.052 0.021 -0.013 0.39
H 1.7220 2.0759 -2.1157 0.029 0.044 -0.027 0.46
H 2.4672 0.7864 -4.0996 -0.060 0.027 0.035 0.40
```
Forces are in eV/Å.

ΔE to the lowest compared entry with this formula, charge and spin = 0.000 eV
E_tot = -94153.0519 eV
LUMO = 4.38 eV
Net charge = -2
Gap between HOMO and LUMO = 0.2085 hartree
Spin multiplicity = 1